The following is a quantum chemistry calculation of one molecule with the formula C21H24ClN3O3, from OMol25.

Geometry as XYZ:
```
52
Properties=species:S:1:pos:R:3:nbo_charge:R:1
C -5.906 3.189 0.865 -0.5953
H -6.426 3.369 -0.072 0.2177
H -6.519 2.521 1.464 0.2191
C -4.546 2.556 0.598 -0.5003
C -4.705 1.230 -0.129 0.6895
O -5.793 0.761 -0.400 -0.6329
N -3.559 0.595 -0.491 -0.4460
C -2.207 0.942 -0.125 -0.2320
H -2.162 1.926 0.335 0.2210
C -1.651 -0.118 0.844 -0.2232
N -1.682 -1.438 0.243 -0.4532
C -0.582 -1.866 -0.506 0.1167
C -0.679 -2.301 -1.828 -0.2517
C 0.429 -2.755 -2.520 -0.1905
C 1.667 -2.800 -1.906 -0.2324
C 1.782 -2.413 -0.584 -0.2211
C 0.679 -1.950 0.119 0.1767
N 0.787 -1.634 1.485 -0.6425
C 1.807 -1.035 2.157 0.6735
O 1.841 -1.045 3.372 -0.5989
C 2.828 -0.320 1.340 -0.1902
C 4.156 -0.357 1.744 -0.1429
C 5.134 0.323 1.041 -0.3020
C 4.801 1.081 -0.078 0.3021
C 3.452 1.138 -0.459 -0.0987
C 2.479 0.452 0.234 -0.1339
H 1.454 0.534 -0.090 0.2201
Cl 3.017 2.091 -1.829 0.0211
O 5.673 1.782 -0.838 -0.4775
C 7.037 1.771 -0.489 -0.2529
H 7.454 0.760 -0.534 0.1788
H 7.532 2.398 -1.229 0.2062
H 7.199 2.191 0.508 0.1799
H 6.157 0.264 1.374 0.2258
H 4.419 -0.932 2.618 0.2342
H 0.039 -1.987 2.071 0.4168
H 2.731 -2.490 -0.075 0.2214
H 2.533 -3.154 -2.442 0.2172
H 0.319 -3.072 -3.546 0.2142
H -1.630 -2.279 -2.335 0.2120
C -3.024 -1.767 -0.194 -0.2234
C -3.633 -0.707 -1.123 -0.2471
H -4.685 -0.926 -1.314 0.2559
H -3.092 -0.664 -2.074 0.1884
H -3.021 -2.746 -0.673 0.2164
H -3.647 -1.829 0.707 0.2053
H -0.636 0.151 1.129 0.2212
H -2.276 -0.138 1.744 0.1987
H -1.592 0.952 -1.034 0.1979
H -3.938 3.227 -0.013 0.2192
H -4.027 2.385 1.545 0.2169
H -5.788 4.133 1.393 0.2045
```

Gap between HOMO and LUMO   8.61 eV
Total charge   0
LUMO level   0.59 eV
HOMO   -8.02 eV
Relative energy (zero: lowest compared OMol25 entry of this formula, charge and spin)   69.0 kJ/mol
Total energy   -1664.83734 a.u.